Here is a structure of composition C33H71N7S at a distorted geometry from the OMol25 dataset. Energies are from ωB97M-V with the def2-TZVPD basis set.

Geometry as XYZ:
```
112
Properties=species:S:1:pos:R:3:forces:R:3
C 1.8517 -3.8551 2.4999 -0.82 0.83 0.20
C 0.5484 -3.8741 3.4754 -0.24 -0.02 -0.88
C -0.3496 -5.2029 3.2941 0.59 0.19 -0.34
N -1.3352 -5.4120 4.4398 -1.50 1.25 -1.76
C -2.6357 -4.9024 3.8867 -1.88 3.69 -0.10
C -3.7690 -5.8221 3.3080 -1.59 4.65 -0.62
C -5.0396 -5.0964 2.7347 3.02 -0.09 1.30
C -5.1705 -3.5377 2.7151 0.66 2.64 0.41
N -6.2080 -2.6608 2.2174 3.46 -0.41 1.65
S -5.7146 -1.0281 2.4857 1.37 -3.13 0.74
N -4.1712 -1.1689 3.2748 -2.72 -5.18 -1.57
C -4.0435 -2.6045 3.3047 1.51 -1.28 0.60
C -2.7851 -3.3391 3.8805 -1.41 -2.57 -0.65
H 2.0376 -2.7382 2.2700 0.00 -1.84 0.24
H 2.7906 -4.2859 2.9872 -1.42 0.41 -0.79
H 1.5945 -4.3694 1.4966 0.57 0.72 1.70
H -0.1135 -2.9928 3.1329 1.01 -1.33 0.64
H 0.8082 -3.6766 4.5749 -0.19 -0.48 -1.54
H 0.2667 -6.1595 3.1776 -0.59 1.45 0.20
H -0.9662 -5.0494 2.3274 1.13 -0.45 1.49
H -1.0700 -4.7889 5.2302 -0.33 -0.61 -0.87
H -3.6443 -6.9535 3.3096 -0.35 1.83 -0.03
H -5.8890 -5.7238 2.3104 1.33 1.04 0.66
H -1.9308 -2.6974 4.3144 -1.59 -1.26 -0.74
C 1.3321 -1.4375 -1.5215 0.03 -0.03 -0.10
C 2.3830 -0.6908 -0.7082 -0.02 -0.12 -0.10
N 3.6850 -1.3471 -0.6747 0.27 -0.16 0.23
C 4.5962 -0.7726 0.3136 -0.20 -0.09 0.18
C 5.0475 0.6721 0.1052 0.25 0.17 0.06
C 4.2877 -1.6522 -1.9703 -0.28 -0.19 -0.12
C 4.5373 -0.4873 -2.9273 0.19 0.08 -0.22
H 1.2071 -2.4623 -1.1604 0.09 0.06 -0.04
H 0.3670 -0.9309 -1.4325 0.10 -0.01 0.00
H 1.5835 -1.4700 -2.5847 -0.03 -0.04 0.05
H 1.9991 -0.6222 0.3160 0.28 0.03 0.03
H 2.4554 0.3373 -1.0848 -0.09 0.13 -0.02
H 5.4830 -1.4093 0.4024 -0.10 -0.05 -0.19
H 4.1094 -0.8356 1.2949 -0.12 -0.02 -0.14
H 5.7949 0.7501 -0.6853 -0.09 0.06 -0.02
H 5.5164 1.0452 1.0211 -0.04 -0.02 -0.04
H 4.2169 1.3410 -0.1292 0.02 -0.05 -0.01
H 3.6495 -2.3812 -2.4818 -0.08 0.09 0.12
H 5.2304 -2.1885 -1.8155 -0.09 0.12 0.24
H 3.6974 0.2098 -2.9707 0.03 -0.05 0.04
H 4.6926 -0.8721 -3.9397 -0.02 0.02 0.06
H 5.4373 0.0680 -2.6605 -0.12 0.08 -0.01
C -4.7554 2.6536 2.1231 -0.01 -0.03 -0.11
C -6.0852 3.3525 2.3823 0.14 0.00 -0.10
N -6.3229 4.5096 1.5269 -0.08 0.37 -0.03
C -7.4596 5.3223 1.9572 0.15 0.03 0.24
C -8.8465 4.6831 1.9076 -0.28 0.09 -0.05
C -6.2367 4.2765 0.0872 0.33 -0.13 0.02
C -7.1710 3.2296 -0.5180 -0.14 -0.05 -0.27
H -3.9173 3.3491 2.2202 -0.10 -0.02 -0.06
H -4.6110 1.8512 2.8524 -0.01 0.08 -0.03
H -4.7184 2.1987 1.1299 0.03 0.04 0.05
H -6.0695 3.6864 3.4258 -0.18 0.16 -0.13
H -6.8932 2.6140 2.3023 -0.06 -0.14 0.06
H -7.4795 6.2524 1.3793 0.13 -0.14 -0.11
H -7.2718 5.6407 2.9902 0.11 -0.14 -0.06
H -9.2264 4.6242 0.8870 0.01 -0.10 0.06
H -9.5536 5.2981 2.4727 0.06 -0.04 -0.02
H -8.8632 3.6838 2.3468 0.03 0.04 -0.04
H -5.2065 3.9915 -0.1525 -0.05 -0.03 0.16
H -6.3794 5.2242 -0.4437 -0.08 0.03 0.27
H -7.2333 2.3212 0.0855 0.01 0.06 0.01
H -6.8029 2.9382 -1.5063 -0.01 0.01 0.06
H -8.1783 3.6225 -0.6609 0.01 -0.12 0.08
C 8.1129 3.5796 -0.1324 -0.10 -0.05 -0.01
C 8.0390 4.7835 0.8000 -0.08 -0.08 -0.13
N 6.9554 5.7086 0.4880 -0.10 0.35 -0.09
C 7.0541 6.9778 1.2072 0.25 0.03 -0.14
C 6.9240 6.9416 2.7291 -0.10 0.18 0.21
C 5.6138 5.1336 0.4260 0.09 -0.24 -0.25
C 5.0871 4.4280 1.6747 -0.28 -0.05 0.14
H 8.1982 3.8928 -1.1766 -0.07 0.02 0.09
H 8.9934 2.9779 0.1101 -0.07 0.07 0.02
H 7.2397 2.9299 -0.0328 0.05 0.04 -0.04
H 8.9916 5.3166 0.7056 -0.19 0.19 0.09
H 7.9827 4.4247 1.8355 0.08 -0.09 0.10
H 6.3145 7.6795 0.8070 -0.06 -0.20 -0.06
H 8.0246 7.4270 0.9623 -0.01 -0.19 -0.05
H 5.8885 6.8017 3.0415 0.08 -0.07 0.03
H 7.2536 7.8974 3.1477 -0.01 -0.06 -0.04
H 7.5366 6.1605 3.1835 -0.04 0.01 -0.05
H 5.5852 4.4200 -0.4049 0.15 0.03 0.07
H 4.8986 5.9099 0.1326 0.25 0.12 0.08
H 5.8353 3.7836 2.1422 0.00 0.05 -0.04
H 4.2361 3.7950 1.4056 0.06 0.02 0.01
H 4.7269 5.1400 2.4182 0.10 -0.09 0.05
C -2.4674 -5.5245 -2.9669 -0.07 -0.03 -0.07
C -1.6177 -4.3583 -3.4590 -0.07 -0.14 -0.04
N -1.0551 -4.5553 -4.7906 0.32 -0.02 -0.21
C -0.0377 -3.5652 -5.1396 0.14 -0.11 0.22
C -0.4809 -2.1086 -5.2660 0.08 0.24 -0.15
C -2.0069 -4.8681 -5.8539 -0.13 -0.28 0.17
C -3.1258 -3.8623 -6.1215 -0.17 0.10 -0.24
H -1.9015 -6.4602 -2.9823 -0.03 0.09 -0.08
H -2.7847 -5.3415 -1.9364 0.03 0.03 -0.09
H -3.3723 -5.6537 -3.5659 0.06 -0.03 0.04
H -0.7942 -4.2428 -2.7454 0.09 0.12 -0.24
H -2.2135 -3.4387 -3.4007 -0.08 0.09 0.10
H 0.4561 -3.8652 -6.0701 -0.19 -0.11 0.01
H 0.7512 -3.6128 -4.3784 -0.16 -0.09 0.06
H -1.0248 -1.9322 -6.1947 -0.05 0.02 0.10
H 0.3994 -1.4586 -5.2875 -0.04 -0.04 0.02
H -1.1020 -1.7854 -4.4282 0.01 -0.04 -0.04
H -2.4673 -5.8361 -5.6277 0.06 0.09 0.13
H -1.4628 -5.0457 -6.7882 0.17 0.12 0.19
H -3.5802 -3.4833 -5.2033 0.06 -0.03 -0.02
H -3.9191 -4.3431 -6.7019 0.04 0.02 0.05
H -2.7739 -3.0151 -6.7114 -0.06 0.03 0.13
```
Positions in Å, forces in eV/Å.

Net charge: 0
Electronic energy: -2081.164394 Eh

---

Here is the molecule C4H6N4O at a distorted geometry from the OMol25 dataset. Energies are from ωB97M-V with the def2-TZVPD basis set.

Geometry as XYZ:
```
15
Properties=species:S:1:pos:R:3:forces:R:3
C -0.7094 1.5422 0.0712 1.24 1.09 -1.04
N 0.2977 0.4780 0.0081 0.18 0.93 -0.06
C 1.6654 0.9095 -0.0878 -1.12 -0.27 -0.74
N 2.7384 0.2616 -0.0623 0.41 -1.23 0.59
O 2.6683 -1.0937 0.2270 -0.70 -0.24 -0.27
N -0.0627 -0.7912 -0.1840 0.66 0.51 0.30
C -1.2794 -1.2009 -0.1412 0.50 1.06 0.28
C -2.4816 -0.4182 0.0995 -1.82 -0.30 -0.76
N -3.5579 0.0318 0.0864 1.82 -0.66 0.39
H -1.3532 1.4966 -0.8366 -0.17 -0.29 1.19
H -1.1221 1.6106 1.0789 -0.65 -0.11 -0.48
H -0.1795 2.4961 -0.1219 -0.07 -0.49 0.42
H 1.8252 1.9492 -0.3274 -0.47 0.20 0.14
H 1.7295 -1.4138 0.1220 0.91 0.49 0.06
H -1.3259 -2.2461 -0.3193 -0.74 -0.69 -0.02
```
Positions in Å, forces in eV/Å.

Energy above the lowest of the compared OMol25 structures with the same formula, charge and spin: 92.4 kcal per mole
Net charge: 0

---

Here is the molecule C7H14Si at a distorted geometry from the OMol25 dataset. Energies are from ωB97M-V with the def2-TZVPD basis set.

Geometry as XYZ:
```
22
Properties=species:S:1:pos:R:3:forces:R:3
C -0.0884 0.1972 -3.8504 -1.37 -0.33 1.90
C -0.4488 0.5964 -2.4686 0.43 -1.00 -1.22
C -0.5767 0.6269 -1.2788 -0.33 1.00 1.36
Si -0.6868 0.9920 0.5130 -0.46 -1.40 0.54
C -2.3262 0.3587 1.2868 -0.54 2.57 -0.92
C 0.6639 -0.0174 1.3341 0.46 -0.85 -2.16
C 2.1118 0.2227 0.8949 0.17 -1.60 0.62
C 0.3716 -1.5108 1.3191 -0.57 0.27 1.29
H -0.7808 0.6971 -4.5182 0.32 -0.20 -0.57
H 0.9306 0.4834 -3.9198 0.92 0.23 -0.87
H -0.1835 -0.9084 -3.8370 0.05 0.68 -0.56
H -0.4173 2.3709 0.8853 -0.15 0.64 -0.22
H -2.5852 -0.6436 1.0223 -0.29 -0.51 -0.47
H -2.0698 0.3460 2.3192 0.01 0.01 1.18
H -3.2141 1.1073 1.1669 1.52 -1.53 0.05
H 0.8203 0.1341 2.3386 -0.76 1.17 2.60
H 2.4222 -0.3769 0.0555 -0.14 0.37 -0.97
H 2.3009 1.2505 0.8412 0.60 1.54 -0.65
H 2.7917 -0.1742 1.6707 -0.31 0.21 0.07
H -0.2359 -1.9971 0.6019 -0.60 0.07 -1.32
H -0.0900 -1.7479 2.2633 -0.45 -0.28 0.45
H 1.2908 -2.0071 1.3601 1.50 -1.07 -0.13
```
Positions in Å, forces in eV/Å.

Energy above the lowest of the compared OMol25 structures with the same formula, charge and spin: 11.5 kcal per mole
Net charge: 0

---

What is the net charge in the first record? 0

---

Look up the net charge of the first one. 0